13 unconnected molecules or ions with the total composition C72H192N26O17P8 in a non-equilibrium geometry, computed with the ωB97M-V functional and the def2-TZVPD basis.

XYZ file:
```
315
Properties=species:S:1:pos:R:3:forces:R:3:lowdin_charge:R:1
P -21.0042 -22.0927 14.6531 0.219 -1.335 -0.338 0.5113
P -19.5804 -17.7016 7.1527 1.069 0.645 -0.112 0.5267
P -28.8125 -19.5336 18.2027 0.025 0.407 -1.760 0.5093
P -24.4035 -16.5098 11.7056 0.147 0.415 -0.471 0.5076
P -20.0645 -14.5898 17.0125 0.304 1.183 -0.764 0.4956
P -20.6396 -11.1395 6.9002 2.011 -0.280 1.162 0.4884
P -27.8318 -11.4641 7.0464 0.110 -1.307 -0.622 0.5022
P -23.4041 -23.9567 8.1600 -0.165 -0.330 0.361 0.5382
O -29.1016 -14.6083 15.5653 -0.176 -0.291 -0.192 0.1234
O -27.4964 -16.9776 5.3273 0.770 0.283 0.531 0.0640
O -29.0311 -16.4886 14.3257 -0.955 -0.003 -0.283 0.0493
O -28.1324 -12.9274 7.0160 -0.039 0.561 -0.547 -0.2844
O -22.9328 -16.4674 11.9124 -0.393 -0.256 -0.333 -0.2848
O -18.1529 -18.1304 7.1422 -0.845 0.257 -0.233 -0.2970
O -28.5371 -10.8152 15.8328 2.635 -0.472 0.312 0.1060
O -22.5132 -23.5041 7.0706 -0.670 -0.070 -0.148 -0.2839
O -25.6303 -16.8277 6.5850 -0.898 -0.230 -0.778 0.0521
O -20.6990 -23.3399 13.8859 -0.700 0.686 0.535 -0.3028
O -30.6750 -10.5450 15.4552 0.103 -0.341 -0.612 0.1382
O -19.9899 -15.4762 18.1673 0.439 -0.568 0.953 -0.2741
O -29.3564 -11.5773 13.9675 0.061 -0.584 -1.640 0.0847
O -29.7228 -19.5842 17.0115 0.838 -0.199 0.624 -0.2919
O -26.4062 -18.8758 5.9393 -0.282 2.717 0.186 0.1000
O -21.7314 -11.5951 6.0578 -1.525 -0.189 -0.589 -0.2621
O -30.9050 -15.9301 15.4178 -0.249 -1.155 -0.506 0.0773
N -24.9964 -18.0006 11.3357 -0.229 -0.817 0.014 -0.2800
N -31.8656 -14.7225 9.0265 -1.775 1.110 1.054 -0.1997
N -20.8025 -9.5913 7.4521 -1.415 0.351 -1.041 -0.3023
N -21.2442 -13.3825 17.0936 -0.594 -0.793 0.764 -0.3031
N -29.5427 -20.0998 19.5309 -1.048 -1.444 1.715 -0.2999
N -20.4753 -22.2795 16.2280 -0.730 1.793 -0.012 -0.3105
N -20.5997 -18.9694 7.0333 -1.298 -1.176 -0.581 -0.2936
N -27.4017 -20.3973 17.9848 0.987 0.464 2.406 -0.2781
N -18.6427 -13.7070 16.7096 -1.227 -0.852 0.083 -0.3090
N -26.9688 -10.9548 5.7047 1.019 1.037 1.278 -0.2814
N -22.5984 -24.1901 9.6367 -0.112 -0.714 -1.341 -0.2991
N -20.2363 -20.7331 14.1051 0.706 0.424 0.115 -0.2853
N -24.0788 -25.4771 7.8993 0.569 1.236 -0.493 -0.3200
N -31.7795 -19.9781 9.4452 0.838 0.544 -1.086 -0.1934
N -26.9139 -11.0434 8.3679 0.193 0.388 1.369 -0.2745
N -20.4655 -12.1364 8.2543 2.179 1.074 -0.668 -0.2910
N -24.6705 -22.8841 8.4991 -0.055 -0.490 -1.203 -0.2887
N -29.2085 -10.5673 7.1344 -0.448 2.814 0.748 -0.2733
N -19.1186 -11.1664 6.1787 -0.019 -1.086 -0.185 -0.3020
N -25.3194 -16.0631 13.0217 0.525 1.486 0.655 -0.2673
N -28.3663 -17.9792 18.6548 1.056 -0.478 -0.728 -0.2981
N -24.9002 -15.4955 10.4620 2.291 0.597 0.575 -0.2774
N -20.4761 -15.4389 15.6532 0.592 -1.294 0.689 -0.2849
N -19.9155 -16.6264 5.8806 0.764 -0.572 1.591 -0.3083
N -20.0765 -16.9164 8.5710 -0.868 -0.977 -0.572 -0.2910
N -22.6191 -21.6550 14.5890 0.049 1.563 1.068 -0.2777
C -26.5096 -20.7075 19.1828 -0.198 0.558 -0.886 -0.0779
C -18.7436 -20.7686 14.2065 -1.003 0.867 0.274 -0.0801
C -22.0712 -8.8657 7.2018 0.497 0.594 0.023 -0.0865
C -24.9941 -14.5571 6.0573 0.613 0.352 0.377 -0.0158
C -30.7769 -20.8941 19.4561 -0.603 1.335 0.424 -0.0869
C -29.4461 -18.8321 13.7731 -0.397 -0.267 0.391 -0.0236
C -32.2759 -19.5012 10.6980 0.095 -0.105 1.310 -0.2731
C -17.6273 -13.4483 17.7191 -0.207 0.193 -0.345 -0.1039
C -31.3108 -21.3435 9.4010 -0.648 -0.315 1.538 -0.2780
C -19.7430 -23.4145 16.7141 -0.058 -0.046 0.405 -0.1251
C -20.1846 -17.7749 9.7521 -0.264 0.686 0.686 -0.1121
C -30.0272 -17.4539 13.8010 0.539 0.911 0.691 -0.2822
C -24.8250 -26.1888 8.9334 -0.336 0.272 -1.039 -0.1197
C -32.2532 -15.5584 6.7472 0.686 0.608 0.237 -0.0645
C -27.3781 -17.2693 17.8097 0.230 -0.776 0.148 -0.0865
C -18.3959 -13.2144 15.3669 0.642 0.435 0.248 -0.1209
C -27.2457 -15.5485 5.4773 -0.467 -0.749 -0.067 -0.0655
C -31.3187 -22.0015 8.0615 0.471 0.776 -1.445 -0.0952
C -21.6677 -25.3493 9.5588 -0.203 -0.054 0.618 -0.1011
C -31.2048 -17.2272 14.7794 0.506 0.845 -0.448 -0.0270
C -18.8372 -10.1569 5.2042 0.607 1.597 0.295 -0.1410
C -32.6758 -13.4944 8.9986 -0.357 0.153 -0.331 -0.2360
C -20.8082 -14.9032 14.3540 -0.864 -0.253 -0.409 -0.1438
C -26.4118 -9.5504 5.6948 -0.232 -0.713 -0.388 -0.0814
C -20.4871 -21.1457 17.2007 -0.148 -0.709 -0.588 -0.0839
C -26.8042 -11.6547 4.4494 0.038 0.810 -0.460 -0.1098
C -29.6050 -10.9617 15.0980 -2.101 1.060 1.226 -0.6452
C -26.5448 -12.2132 16.0251 0.253 -0.468 -0.330 -0.0274
C -22.6460 -13.8223 17.0550 0.376 0.325 -0.386 -0.1167
C -27.3441 -11.3446 15.1085 -0.563 1.304 1.416 -0.2603
C -33.5066 -13.1699 10.2824 1.453 -0.401 -1.024 -0.0591
C -31.2482 -14.9848 7.7582 0.506 -0.500 0.027 -0.2614
C -25.5379 -11.6073 8.4498 -1.017 0.194 -0.055 -0.0931
C -21.1387 -15.8759 5.7850 -0.333 -0.074 -0.011 -0.1361
C -29.1894 -9.0521 7.3715 0.560 -1.190 0.226 -0.0916
C -19.5053 -15.6268 8.8554 0.277 0.407 -0.621 -0.1252
C -25.2896 -16.9634 14.1679 -0.350 -0.348 0.264 -0.1109
C -23.9347 -15.4161 9.3176 -1.002 -0.707 0.680 -0.0639
C -26.1227 -15.4502 6.4897 0.324 -0.745 -0.004 -0.3032
C -29.5818 -18.6825 9.4239 0.834 0.003 0.601 -0.0783
C -27.9947 -11.9959 13.9052 -0.083 -0.604 -0.151 -0.0849
C -21.6523 -12.7479 8.7324 -0.500 0.020 0.314 -0.1376
C -26.4204 -18.2444 11.0806 0.374 -0.161 -0.622 -0.1101
C -20.7511 -20.0420 12.9094 0.096 -0.038 0.018 -0.0936
C -21.9023 -23.0574 10.2038 0.343 0.205 0.318 -0.1298
C -19.3420 -11.9815 9.2125 0.142 -0.754 -0.654 -0.0922
C -25.1744 -14.6476 13.4942 -0.849 -0.255 -0.297 -0.0896
C -30.5000 -10.9455 6.5883 -0.167 -0.224 0.297 -0.1106
C -26.9461 -20.9949 16.7750 -0.254 -1.060 -0.615 -0.1374
C -28.9625 -20.1014 20.8646 0.909 0.767 -0.133 -0.1272
C -23.1538 -20.3599 15.1088 -0.014 -1.014 -0.913 -0.0990
C -27.5570 -11.0394 9.7170 -0.770 0.625 -0.879 -0.0905
C -24.1006 -19.1065 10.9998 0.128 0.248 -0.220 -0.0824
C -25.5114 -23.0890 9.6372 0.605 0.516 1.747 -0.1690
C -30.8800 -19.0625 8.7665 -1.035 0.528 -0.730 -0.2434
C -20.2872 -16.9420 15.6771 -0.729 1.073 -0.989 -0.0621
C -30.0473 -13.7875 10.4854 0.123 1.062 -0.343 -0.0751
C -26.5143 -17.6524 5.9550 0.661 -2.531 -0.098 -0.5372
C -29.4396 -17.1176 19.0718 0.267 0.853 0.063 -0.1088
C -33.0667 -18.2049 10.6124 -0.882 -0.722 -1.282 -0.0753
C -23.6584 -22.4893 14.0809 -0.003 -1.172 -1.029 -0.1246
C -26.2624 -15.3000 10.1195 -0.497 0.601 0.010 -0.1375
C -19.3228 -16.9933 4.6088 0.133 0.621 0.002 -0.1117
C -29.6556 -15.5837 15.1321 0.987 -0.062 -0.035 -0.5828
C -25.4364 -22.2838 7.3660 0.572 0.502 1.158 -0.0725
C -21.0895 -12.2943 18.0820 0.029 -0.019 -1.448 -0.0986
C -22.0604 -18.8036 7.0490 0.178 -0.367 0.782 -0.1001
C -19.8509 -8.9262 8.3057 0.045 0.118 0.119 -0.1315
C -18.6352 -12.5066 5.7389 -1.484 0.337 0.883 -0.0822
C -20.1807 -20.2761 6.4950 0.743 -0.035 0.533 -0.0877
C -31.0399 -14.8756 10.1846 0.560 -0.945 0.406 -0.2849
C -23.9626 -26.1314 6.6037 -0.065 -1.340 0.208 -0.1117
H -24.8409 -23.3873 10.4418 -0.231 -0.255 0.341 0.0600
H -32.8059 -12.7509 11.0124 -0.345 -0.189 0.218 0.0623
H -21.1320 -13.8710 14.4493 0.162 0.177 -0.014 0.0704
H -21.3136 -23.4738 11.0283 -0.136 0.537 0.173 0.0714
H -19.0506 -9.1964 5.6731 -0.235 0.213 -0.207 0.0647
H -31.5014 -18.1829 8.5787 0.345 0.296 -0.107 0.0947
H -18.4525 -19.7336 14.0419 0.397 -0.039 -0.424 0.0727
H -20.0205 -12.1140 18.0968 -0.020 0.687 0.292 0.0551
H -28.9655 -19.5597 9.6487 -0.188 -0.027 0.251 0.0699
H -24.4534 -27.2147 8.9789 0.083 0.003 0.433 0.0798
H -18.0903 -14.0078 14.6807 -0.018 0.070 -0.097 0.0773
H -34.2736 -12.4177 10.0856 0.017 -0.276 -0.062 0.0720
H -25.8270 -22.9426 6.5813 0.393 -0.084 0.208 0.0870
H -26.7138 -10.4710 14.9765 -0.212 0.321 -0.911 0.1472
H -29.6136 -19.6871 21.6360 -0.412 -0.139 -0.182 0.0865
H -28.5631 -21.0594 21.2091 -0.393 -0.223 -0.189 0.0819
H -33.3188 -13.6638 8.1419 -0.560 0.223 0.032 0.0934
H -24.5511 -25.8237 5.7347 -0.132 0.948 0.360 0.0763
H -31.3387 -17.9966 15.5340 0.214 0.014 0.126 0.1218
H -25.7835 -12.0221 4.2919 -0.106 -0.030 0.073 0.0821
H -20.1667 -23.6525 17.6899 0.239 -0.155 0.269 0.0747
H -27.5989 -11.7725 12.9168 0.135 0.407 0.101 0.1243
H -19.9162 -15.1519 9.7411 -0.090 -0.483 0.496 0.0675
H -18.3953 -12.1387 8.6945 0.042 0.337 -0.238 0.0768
H -27.2033 -8.8102 5.5904 -0.153 0.044 0.441 0.0601
H -19.2730 -12.9391 4.9602 0.176 0.281 -0.340 0.0767
H -21.6684 -11.4892 17.6150 0.491 0.473 0.334 0.0794
H -19.2115 -12.6363 14.9273 -0.250 -0.235 0.147 0.0738
H -27.7779 -21.4942 16.2835 -0.086 0.125 -0.375 0.0806
H -25.8712 -26.2449 8.6100 -0.102 -0.076 0.326 0.0834
H -18.0755 -12.9181 18.5563 0.251 -0.053 0.323 0.0684
H -24.0143 -16.3738 8.7818 0.441 0.170 -0.217 0.0830
H -28.2733 -8.7546 7.8693 0.262 -0.223 0.123 0.0623
H -27.1372 -13.0723 16.3068 -0.049 -0.271 0.393 0.0763
H -28.0643 -11.9573 10.0211 0.670 -0.445 -0.051 0.0552
H -24.2196 -14.3287 13.9311 0.209 -0.630 -0.109 0.0738
H -30.0955 -16.8061 18.2546 -0.217 -0.215 -0.068 0.0835
H -23.1711 -18.6916 10.5987 0.071 -0.251 0.337 0.0639
H -23.8210 -19.9674 14.3377 0.558 0.622 -0.475 0.0612
H -21.0166 -20.7248 12.0990 -0.092 -0.145 0.033 0.0746
H -30.6997 -14.0774 7.4501 0.069 -0.408 -0.542 0.0964
H -26.3437 -14.3059 9.6589 -0.278 -0.343 -0.343 0.0739
H -25.7943 -9.3402 4.8162 0.034 -0.712 -0.028 0.0823
H -22.4069 -19.6794 7.6010 -0.471 -0.033 -0.106 0.0756
H -32.7645 -16.3555 7.2920 -0.335 0.148 -0.385 0.0736
H -23.9220 -22.2818 13.0314 -0.022 0.425 0.108 0.0722
H -25.9389 -14.5314 14.2705 0.078 0.116 -0.136 0.0608
H -32.8979 -14.7527 6.4129 -0.557 -0.213 -0.027 0.0573
H -31.2439 -10.4792 7.2373 -0.203 0.057 -0.192 0.0771
H -19.9010 -24.2952 16.1073 0.245 0.050 -0.435 0.0740
H -26.3896 -19.8697 19.8555 -0.275 0.425 -0.007 0.0618
H -30.3124 -17.1499 12.7843 0.127 0.262 0.231 0.1344
H -31.2077 -23.0794 8.1361 0.055 -0.032 0.016 0.0746
H -28.1733 -15.1316 5.8518 0.069 0.470 -0.290 0.1124
H -19.5693 -16.1382 3.9899 0.176 -0.031 -0.681 0.0731
H -32.0485 -21.8927 9.9948 0.307 -0.139 0.335 0.1125
H -25.5650 -12.7003 8.4243 0.162 0.010 -0.307 0.0488
H -26.7892 -21.5609 19.8077 -0.401 -0.082 -0.449 0.0783
H -20.9194 -17.5110 16.3549 -0.082 0.544 0.519 0.0687
H -22.2586 -8.6172 6.1585 0.322 -0.304 -0.291 0.0768
H -20.2343 -8.9224 9.3271 0.196 0.205 0.233 0.0825
H -19.2664 -17.2927 15.7961 0.211 0.277 -0.024 0.0774
H -30.6830 -12.0133 6.6658 0.290 -0.125 -0.199 0.0519
H -21.9662 -7.8928 7.6888 -0.151 -0.130 0.168 0.0776
H -23.9110 -19.7751 11.8525 0.079 0.169 -0.125 0.0678
H -20.6293 -17.1623 10.5373 -0.148 0.058 0.093 0.0639
H -26.7151 -18.1687 10.0252 0.369 0.377 -0.085 0.0660
H -27.7686 -16.9008 16.8531 -0.260 -0.013 0.149 0.0673
H -21.8669 -16.4233 5.1671 -0.116 0.323 0.002 0.0854
H -29.2413 -8.4187 6.4823 -0.220 -0.483 -0.336 0.0721
H -25.6028 -17.9566 13.8592 0.011 -0.147 -0.022 0.0683
H -26.5712 -17.9711 17.5786 -0.031 0.078 -0.020 0.0699
H -28.9276 -18.0868 8.7858 -0.285 0.150 -0.339 0.0668
H -19.9787 -19.3872 12.5023 0.043 -0.008 0.184 0.0735
H -29.2960 -13.7299 9.7014 0.270 0.011 -0.061 0.0547
H -32.2087 -21.7508 7.4841 -0.367 -0.207 0.303 0.0825
H -24.5314 -19.7007 10.1940 -0.127 -0.033 -0.050 0.0772
H -22.9291 -26.2568 6.2572 -0.155 0.154 0.254 0.0833
H -30.3069 -19.4863 13.6115 0.172 -0.298 -0.056 0.0893
H -19.7968 -14.9242 8.0732 0.467 -0.022 -0.308 0.0544
H -25.7624 -9.3422 6.5468 -0.357 -0.051 0.174 0.0643
H -31.5336 -19.2643 11.4778 0.599 -0.682 -0.019 0.0922
H -23.2080 -12.9329 16.7620 -0.376 -0.070 0.204 0.0706
H -24.3364 -17.0519 14.7052 0.239 0.166 -0.382 0.0844
H -33.9107 -14.1186 10.6232 -0.339 0.136 0.327 0.0704
H -22.3339 -19.7054 15.3952 -0.277 0.217 -0.172 0.0566
H -30.5418 -15.7938 7.9671 0.384 0.207 -0.234 0.1042
H -25.6856 -12.5691 15.4439 0.025 -0.016 0.180 0.0723
H -26.8599 -15.2257 11.0231 -0.219 -0.264 0.147 0.0760
H -25.1951 -13.5155 6.3192 -0.107 -0.060 -0.097 0.0673
H -22.6098 -22.3167 10.5734 -0.008 0.087 0.075 0.0615
H -27.9859 -13.0773 14.0124 0.027 -0.196 0.117 0.1028
H -16.9118 -12.7967 17.2260 0.206 0.195 0.319 0.0697
H -29.5739 -13.8532 11.4682 0.005 -0.303 -0.075 0.0731
H -23.0159 -14.2293 18.0051 0.102 0.145 -0.061 0.0902
H -24.2469 -14.6359 8.6238 -0.026 0.154 0.270 0.0483
H -18.9001 -9.4604 8.2883 -0.037 0.150 -0.042 0.0722
H -23.9001 -20.4626 15.8965 0.457 -0.525 0.762 0.0630
H -27.5216 -12.4371 4.2399 -0.181 -0.234 0.460 0.0749
H -22.7888 -14.5601 16.2745 0.006 -0.225 -0.074 0.0550
H -24.3901 -27.1172 6.8025 0.387 -0.341 -0.234 0.0700
H -19.7172 -17.9075 4.1439 -0.074 0.058 0.167 0.0853
H -28.1020 -19.4414 20.8333 0.048 0.198 0.192 0.0563
H -30.5778 -12.8278 10.4759 0.149 0.032 0.060 0.0714
H -18.2583 -21.4610 13.5141 -0.109 0.079 0.034 0.0895
H -20.6092 -21.1406 7.0227 -0.356 0.476 0.144 0.0698
H -19.1073 -20.3490 6.6698 0.037 0.017 -0.337 0.0706
H -25.1129 -11.3508 9.4231 0.037 0.262 -0.234 0.0806
H -21.6705 -15.4586 13.9561 0.097 0.125 -0.033 0.0567
H -21.9883 -13.5082 8.0392 -0.313 -0.171 -0.137 0.0603
H -26.9243 -16.4272 18.3452 -0.292 -0.136 0.083 0.0879
H -22.5864 -18.7746 6.0866 0.449 -0.033 -0.103 0.0877
H -19.2542 -11.0576 9.7916 -0.447 0.003 -0.134 0.0646
H -24.7694 -25.6588 9.8830 0.157 -0.286 -0.038 0.0680
H -31.4151 -20.4890 20.2515 -0.049 -0.236 0.094 0.0810
H -26.0045 -16.6082 14.9097 -0.215 0.032 -0.077 0.0689
H -23.3204 -23.5216 14.0338 -0.004 -0.162 0.265 0.0785
H -22.2044 -26.2566 9.3040 -0.129 -0.058 0.113 0.0614
H -22.9201 -15.2291 9.6725 -0.189 -0.169 -0.019 0.0659
H -21.5760 -15.7437 6.7785 0.035 0.051 -0.092 0.0549
H -22.4430 -11.9979 8.8767 -0.195 -0.369 0.287 0.0806
H -21.4956 -12.3951 19.0972 0.140 -0.788 -0.186 0.0877
H -20.8575 -18.6171 9.6396 0.066 -0.182 -0.448 0.0634
H -33.7733 -18.0243 11.4222 0.483 -0.051 0.405 0.0738
H -26.1618 -11.6465 16.8806 -0.259 -0.200 -0.119 0.0974
H -20.0304 -14.9904 13.5810 0.126 0.097 0.356 0.0848
H -28.3844 -10.3315 9.7635 0.066 0.315 -0.335 0.0701
H -20.4041 -20.4338 5.4332 -0.010 0.351 0.058 0.0829
H -24.8346 -21.4595 7.0056 -0.011 -0.065 -0.753 0.0695
H -18.4186 -15.7320 8.9348 0.082 0.520 0.084 0.0957
H -24.9569 -11.1767 7.6412 0.361 -0.290 -0.074 0.0630
H -26.6146 -19.2969 11.2545 -0.266 -0.160 0.781 0.0766
H -21.6134 -19.4088 13.1413 0.060 -0.164 0.021 0.0602
H -26.4271 -20.3557 16.0504 -0.062 0.218 0.208 0.0700
H -25.4970 -20.8868 18.8315 -0.005 -0.122 -0.305 0.0737
H -17.5750 -12.4979 15.4781 -0.019 -0.153 -0.418 0.0746
H -19.2319 -18.1137 10.1608 0.307 -0.192 -0.292 0.0834
H -19.6400 -20.4612 17.0830 0.227 -0.266 0.102 0.0723
H -26.8299 -10.6768 10.4339 0.161 -0.276 0.185 0.0737
H -28.7326 -18.9936 12.9607 -0.037 0.168 0.183 0.0701
H -26.9131 -15.1727 4.5065 -0.384 0.115 0.080 0.1317
H -18.2378 -17.0538 4.6950 -0.098 -0.176 0.018 0.0796
H -24.7637 -14.6012 4.9879 -0.244 -0.184 0.114 0.0984
H -17.0706 -14.3171 18.0656 -0.242 -0.239 0.061 0.0807
H -26.4984 -15.2600 7.4885 -0.017 0.578 -0.019 0.1123
H -17.5952 -12.4762 5.4178 -0.052 -0.004 0.290 0.0870
H -33.7193 -18.4032 9.7599 -0.119 0.661 -0.335 0.0804
H -20.6666 -17.1874 14.6873 0.348 -0.568 -0.170 0.0618
H -19.3513 -12.8216 9.9068 -0.345 0.051 0.147 0.0670
H -30.5180 -15.8051 9.9511 0.259 -0.230 0.606 0.0900
H -32.0921 -12.5991 8.7005 0.177 -0.177 0.265 0.0999
H -32.4339 -17.3361 10.4109 -0.219 -0.059 0.115 0.0478
H -24.5761 -22.4325 14.6635 0.025 0.032 0.282 0.0743
H -18.6820 -23.1549 16.8369 -0.031 -0.393 -0.070 0.0877
H -17.7489 -10.1122 5.0736 -0.169 -0.239 -0.441 0.0876
H -18.4257 -20.9410 15.2338 -0.157 -0.501 -0.016 0.0614
H -29.7176 -18.0845 10.3339 -0.040 -0.256 0.032 0.0563
H -20.9346 -14.8839 5.3500 -0.216 -0.221 0.049 0.0793
H -29.0363 -19.0715 14.7603 0.028 -0.082 -0.224 0.0658
H -21.3679 -20.5054 17.1239 -0.122 -0.351 -0.097 0.0561
H -19.3662 -10.1752 4.2377 0.117 -0.455 0.241 0.0943
H -27.0070 -10.8531 3.7382 0.163 -0.412 -0.692 0.0773
H -30.3188 -21.4478 9.8791 -0.160 -0.179 0.007 0.1169
H -25.3925 -13.9366 12.6912 -0.030 -0.255 -0.048 0.0739
H -32.0881 -17.0663 14.1855 -0.577 -0.101 0.116 0.1224
H -31.7707 -15.9533 5.8491 0.111 -0.048 0.203 0.0720
H -20.4829 -21.6160 18.1901 0.072 0.414 -0.051 0.0797
H -22.9930 -9.3317 7.5514 0.256 -0.336 0.324 0.0598
H -18.8553 -13.1228 6.6061 0.775 -0.565 0.021 0.0503
H -21.2931 -25.4170 10.5794 0.192 -0.441 -0.044 0.0800
H -29.9933 -17.5752 19.8817 -0.229 0.087 0.090 0.0758
H -30.7242 -21.9737 19.6257 0.539 0.093 -0.309 0.0853
H -30.5236 -21.5919 7.4264 0.203 -0.387 0.109 0.0670
H -31.3022 -20.6186 18.5513 0.078 -0.449 -0.399 0.0661
H -22.3655 -17.9327 7.6307 0.176 0.114 -0.069 0.0558
H -20.7962 -25.3132 8.8812 -0.405 0.672 0.003 0.0948
H -32.8570 -20.3590 11.0346 -0.410 0.366 0.588 0.1152
H -25.9294 -22.1304 9.9655 0.020 0.106 -0.128 0.0704
H -26.3607 -23.7703 9.6219 0.008 -0.432 -0.663 0.0801
H -26.6401 -16.1061 9.4810 -0.282 0.309 -0.156 0.0727
H -26.2780 -21.8001 17.0802 0.183 -0.008 -0.343 0.0765
H -28.9359 -16.2073 19.4029 -0.369 0.113 0.389 0.0870
H -26.2723 -21.8186 7.8862 -0.277 0.069 -0.423 0.0660
H -30.6615 -10.6002 5.5561 0.122 -0.091 0.161 0.0895
H -30.6910 -19.4804 7.7856 0.173 -0.052 -0.261 0.1084
H -31.6168 -15.0279 11.1050 -0.369 -0.163 -0.299 0.1079
H -21.2026 -22.5708 9.5111 -0.103 -0.039 -0.078 0.0836
H -24.0842 -14.8502 6.5903 -0.079 0.084 -0.129 0.0626
H -21.3540 -13.2177 9.6593 -0.595 -0.210 0.401 0.0713
H -19.6873 -7.8851 7.9813 0.003 -0.327 0.059 0.0900
H -30.0011 -8.7480 8.0347 -0.167 -0.358 -0.062 0.0787
H -27.0602 -17.5644 11.6409 0.019 -0.252 0.268 0.0711
```
Forces are in eV/Å.

Computed properties:
Multiplicity   1
Orbital gap   8.172 eV